Entry 1:
{
  "formula": "C36H76GeIrN12OSe",
  "method": "the ωB97M-V functional and the def2-TZVPD basis",
  "total_charge": 3,
  "lumo_ha": -0.34125,
  "gap_ha": 0.188,
  "energy_ev": -183171.22528,
  "e_homo_ev": -14.40,
  "symbols": ["H", "H", "N", "H", "C", "H", "N", "H", "N", "H", "H", "H", "H", "H", "C", "C", "N", "C", "H", "H", "H", "C", "C", "O", "H", "N", "H", "H", "H", "Se", "H", "H", "H", "H", "H", "H", "C", "H", "H", "C", "H", "H", "N", "C", "H", "H", "Ge", "H", "C", "H", "H", "C", "C", "H", "C", "C", "C", "H", "H", "H", "H", "H", "H", "H", "N", "H", "H", "C", "N", "H", "H", "H", "H", "Ir", "H", "H", "H", "H", "C", "C", "C", "H", "H", "C", "C", "H", "H", "H", "N", "H", "H", "H", "C", "H", "C", "C", "C", "H", "H", "C", "H", "C", "C", "H", "H", "H", "C", "C", "C", "C", "N", "H", "H", "H", "H", "C", "H", "H", "C", "H", "H", "H", "H", "N", "N", "C", "H", "C"],
  "coordinates": [[1.213660, -4.115731, 3.512141], [2.428196, 1.648723, 1.694177], [-2.299508, -0.052218, 0.098645], [0.430895, 4.480654, -3.920323], [-3.712812, -2.065825, -2.604992], [-1.654810, 2.805375, -0.378102], [-3.627464, -2.155281, 5.077850], [-2.502095, -3.661480, -0.669004], [-2.934520, -1.744242, -1.410677], [-4.991205, -3.513839, 5.859690], [-2.046187, 2.095468, 2.685308], [-2.810414, 1.123755, 5.545725], [1.432675, -2.582494, 1.580869], [2.368877, -2.179928, -2.103533], [0.173199, 4.133459, -2.917003], [-1.848655, 3.107167, -3.877222], [-0.255646, 0.715657, -3.334337], [-1.873242, -2.742340, 3.452973], [-1.428462, -3.093069, -1.950829], [-1.841705, -1.088394, 5.174793], [1.096807, 3.884317, -2.395417], [-0.058218, 2.629530, 1.043981], [-0.564862, 2.754036, -0.351966], [-3.956090, -3.787440, 3.537278], [0.711427, 1.753536, 3.431205], [4.092798, -0.817165, 1.596073], [2.626164, 0.381015, 2.885649], [5.137624, -2.374444, 2.586732], [-4.068593, 1.726713, -1.245614], [3.097440, 2.014794, -1.196240], [-2.463748, 2.209403, -3.849675], [7.280795, 2.357867, -4.203661], [-6.138257, -2.551481, 3.925246], [-1.057579, -1.189106, -3.590544], [0.621487, 0.184890, -5.147656], [-7.039084, -2.212768, 5.404438], [4.319613, -1.666354, 2.753024], [4.327968, -0.898658, -2.910494], [-0.596427, -0.794398, -1.927375], [-2.752609, 0.953078, 1.050333], [-2.763790, -1.136642, 6.674293], [0.360854, 1.919575, -4.947340], [-0.364477, 1.323983, 1.643021], [5.240926, -0.298538, -2.905824], [4.094482, 2.018597, -6.208925], [-1.579865, 3.327525, -4.913040], [4.978134, 1.373012, -3.903448], [-4.323950, -2.958465, -2.461496], [5.153136, 0.110845, 1.237568], [4.888107, 0.647010, 0.328386], [-2.966745, 1.889946, 0.542041], [2.970046, -0.984698, 0.796310], [-6.120037, -1.996774, 4.861136], [2.449323, 1.561171, -3.553609], [0.386564, -3.484137, 3.219117], [-2.847733, -1.035799, 5.590933], [0.628577, 0.969211, 2.672728], [3.749337, 0.305047, -5.892561], [-2.498661, -1.400521, 1.916368], [4.926181, 3.760882, -1.318084], [5.522223, -0.086924, -1.874374], [5.168053, -2.168531, -0.220151], [1.141693, -1.661489, -0.939899], [6.038429, -0.886491, -3.361590], [3.063463, -1.936464, -0.149235], [-3.018941, -2.266476, -3.422920], [-1.004268, 0.849207, -5.321789], [-1.674911, -1.957721, 2.336099], [-0.498174, -1.867858, 1.699849], [-6.140256, -1.287088, -1.562036], [-3.697604, 0.386510, 4.191449], [-0.331995, 4.958162, -2.406540], [3.176436, 3.180263, -3.419643], [-0.139028, -0.176939, 0.121127], [3.390004, 4.511155, -0.838232], [5.375155, 0.818208, -6.344570], [6.107817, 3.656083, -4.008719], [-4.346509, -1.233786, -2.892915], [-0.310739, -0.683414, -2.975811], [0.508947, -2.638447, 2.132712], [-1.743233, 1.195468, 2.143968], [-6.353088, -0.834924, 0.128100], [-4.937569, -1.939125, 6.674116], [-3.259641, -2.920946, 4.035010], [-0.344958, 1.750831, -2.467568], [-1.280976, -2.439435, -0.307018], [-1.755534, 0.368473, 2.847610], [4.307268, -3.495238, 0.581889], [1.900099, -0.242181, 1.000541], [5.319636, 0.833910, 2.042187], [4.242642, -3.323125, -1.172612], [4.333347, 3.575049, 0.344128], [4.266749, -2.774017, -0.234514], [-5.280532, -2.172681, -0.282928], [-1.978583, -2.784819, -1.060170], [3.274030, 2.134569, -3.123021], [-3.483870, 0.313393, 5.261520], [-3.686765, 0.645426, 1.530518], [-0.956426, -4.189674, 4.750534], [-5.628311, -1.193525, -0.603218], [1.716437, -3.342393, -0.938016], [6.404437, 2.675585, -3.637772], [-3.226496, -0.667051, -0.640245], [6.696654, 2.758142, -2.591433], [4.591751, -1.050116, 3.613984], [0.287295, 0.060508, 3.166497], [-4.907243, 1.145745, -0.866309], [1.982991, 0.725544, 2.077172], [4.487661, 1.098681, -5.776638], [-0.068426, 0.938989, -4.767559], [-0.680376, 2.956409, -3.018908], [3.414066, -2.222941, 2.999328], [-2.445434, 3.943468, -3.507812], [6.097090, -0.418719, 1.073064], [-0.203976, 3.713517, -0.712312], [-0.819690, -3.534082, 3.899514], [-4.416733, 0.448321, 5.806223], [1.022933, 2.736490, 1.020331], [2.012943, -2.300542, -1.079340], [-5.695710, 1.171073, -1.619381], [-0.465145, 3.442581, 1.650419], [-6.092426, -0.926796, 4.649844], [0.655169, -1.163644, -3.145446], [-4.514723, -0.243858, -0.651188], [-0.126331, 1.629150, -1.168866], [4.038587, 3.649496, -0.700530], [-5.298474, 1.613963, 0.038989], [-4.928752, -2.436919, 5.705466]],
  "atomic_forces_ev_per_a": [[0.041, 0.043, -0.015], [0.044, 0.018, 0.115], [1.000, -0.237, -0.876], [0.020, -0.039, -0.011], [-0.020, -0.014, -0.033], [0.033, 0.182, -0.035], [0.119, 0.021, 0.016], [0.026, -0.013, 0.001], [0.068, -0.049, 0.128], [0.045, 0.016, 0.110], [0.245, 0.036, 0.081], [-0.041, 0.019, 0.035], [-0.031, -0.040, 0.036], [-0.031, 0.056, 0.001], [0.043, 0.043, 0.039], [-0.005, 0.003, -0.046], [-0.191, 0.046, 0.118], [0.075, -0.262, -0.028], [0.006, 0.017, 0.002], [0.033, -0.030, 0.063], [-0.023, -0.011, 0.009], [0.366, 0.499, -0.199], [-0.452, 0.187, -0.298], [0.077, -0.043, -0.114], [-0.234, 0.114, -0.092], [-0.051, 0.019, 0.220], [0.058, -0.011, -0.056], [-0.034, -0.042, 0.016], [0.012, -0.006, -0.013], [0.094, 0.256, 0.224], [0.022, -0.018, -0.010], [0.041, 0.057, 0.033], [-0.031, 0.018, -0.012], [-0.056, -0.037, 0.114], [0.033, 0.016, 0.028], [-0.024, 0.023, -0.031], [0.062, -0.019, -0.140], [-0.030, 0.031, -0.021], [-0.224, -0.096, -0.093], [-0.275, 0.184, -0.028], [0.095, -0.063, -0.013], [0.017, -0.009, 0.013], [0.145, -1.845, -1.249], [0.241, 0.016, -0.225], [-0.007, 0.016, 0.030], [0.028, -0.051, -0.001], [-0.752, 0.297, 0.372], [-0.032, 0.030, 0.022], [0.037, 0.008, 0.049], [0.005, -0.010, 0.010], [-0.115, 0.026, 0.130], [0.297, 0.146, -0.338], [0.098, 0.008, 0.066], [-0.085, 0.095, 0.042], [-0.171, -0.097, -0.018], [-0.158, 0.116, -0.064], [0.252, -0.108, 0.616], [-0.014, -0.001, 0.046], [0.022, -0.026, 0.029], [0.032, -0.023, 0.051], [-0.025, 0.035, -0.003], [-0.022, 0.030, -0.023], [0.045, -0.059, -0.065], [-0.022, -0.050, 0.024], [-0.239, 0.010, 0.106], [-0.012, -0.035, 0.007], [-0.010, -0.010, 0.031], [-0.188, -0.019, -0.037], [0.457, 0.917, -0.736], [0.029, 0.031, -0.016], [-0.049, 0.017, 0.008], [-0.008, -0.012, 0.008], [-0.166, -0.021, -0.008], [-0.881, 2.210, 3.168], [0.012, 0.007, 0.006], [-0.060, -0.018, -0.084], [-0.034, -0.001, 0.011], [0.014, 0.014, 0.013], [0.304, 0.215, -0.182], [0.092, -0.076, -0.050], [-0.462, -0.009, 0.313], [0.029, -0.004, 0.027], [0.072, -0.045, 0.024], [-0.148, 0.101, 0.133], [0.078, -0.473, -0.210], [-0.031, -0.092, -0.008], [0.096, 0.082, 0.073], [-0.030, -0.016, -0.017], [-0.802, -0.470, -1.243], [-0.020, 0.015, -0.011], [-0.041, 0.046, -0.026], [0.003, -0.014, -0.002], [0.157, -0.031, 0.037], [0.016, 0.007, 0.005], [-0.136, -0.024, 0.030], [0.518, -0.122, -0.362], [0.142, -0.086, 0.041], [-0.006, -0.046, -0.025], [0.030, -0.004, 0.004], [-0.064, -0.055, 0.037], [-0.064, 0.013, 0.023], [0.070, -0.251, -0.155], [0.072, -0.050, -0.209], [-0.034, -0.015, 0.013], [-0.057, -0.019, 0.032], [-0.087, 0.044, 0.011], [0.032, 0.059, 0.020], [0.355, 0.363, 0.036], [0.372, -0.066, 0.073], [0.024, -0.022, -0.100], [0.121, 0.278, 0.075], [0.017, -0.017, 0.028], [-0.022, -0.020, 0.005], [-0.014, -0.015, -0.021], [0.077, -0.060, -0.038], [0.023, 0.106, 0.019], [-0.030, 0.035, -0.057], [-0.020, 0.001, -0.015], [0.230, -0.113, 0.095], [0.020, -0.035, -0.021], [-0.043, -0.182, 0.210], [-0.018, 0.005, 0.017], [-0.051, 0.019, -0.007], [-0.084, 0.077, -0.034], [-0.133, -1.487, 0.616], [0.068, 0.001, -0.157], [0.007, 0.002, -0.001], [-0.212, -0.054, -0.258]],
  "lowdin_charge": [0.1281, 0.0990, -0.0476, 0.1089, -0.0227, 0.1146, -0.0461, 0.1183, -0.1331, 0.1317, 0.1558, 0.0826, 0.0856, 0.0951, -0.0362, -0.0318, -0.1031, -0.0912, 0.0969, 0.1034, 0.0611, -0.1312, -0.1979, 0.1038, 0.1612, -0.2180, 0.1360, 0.0972, 0.0863, 0.8823, 0.0936, 0.0311, 0.0687, 0.1027, 0.1022, 0.0891, -0.0343, 0.0023, 0.0060, -0.2085, 0.1329, 0.0981, -0.2023, -0.2188, 0.0279, 0.0988, 0.7893, 0.1100, -0.0457, 0.0218, 0.0892, -0.4107, -0.0608, -0.0168, 0.0082, -0.1865, -0.1385, 0.0152, 0.1150, 0.0167, -0.0045, 0.0913, 0.0048, 0.0329, -0.0942, 0.0898, 0.1035, -0.0807, -0.0314, 0.0976, 0.0574, 0.1022, 0.0226, 1.3266, 0.0241, 0.0291, 0.0321, 0.0986, -0.0386, -0.1088, -0.1454, 0.1078, 0.1270, -0.4407, -0.3802, 0.0250, 0.0860, 0.1006, -0.0405, 0.0994, 0.1047, 0.0240, 0.0068, 0.1045, -0.0400, -0.5938, -0.0622, 0.1369, 0.1504, -0.0173, 0.1176, -0.2050, -0.3628, 0.0180, 0.1009, 0.1185, -0.0235, -0.1943, -0.2084, -0.0178, -0.1682, 0.0845, 0.1030, 0.0994, 0.1083, 0.0590, 0.0833, 0.1014, -0.0384, 0.1090, 0.1602, 0.0646, 0.0932, -0.1465, -0.0332, -0.3493, 0.1025, -0.1679]
}



Entry 2:
{
  "formula": "C20H43N2O4PSi3Zr",
  "method": "the ωB97M-V functional and the def2-TZVPD basis",
  "total_charge": 2,
  "lumo_ha": -0.22464,
  "gap_ha": 0.313,
  "energy_ev": -66802.67014,
  "e_homo_ev": -14.64,
  "symbols": ["H", "H", "H", "H", "C", "C", "H", "Zr", "H", "H", "H", "C", "C", "H", "C", "H", "P", "O", "H", "C", "O", "C", "H", "H", "H", "H", "H", "C", "H", "H", "C", "H", "O", "H", "H", "H", "N", "H", "H", "H", "H", "C", "C", "H", "H", "H", "C", "C", "H", "H", "Si", "H", "H", "H", "C", "C", "C", "H", "H", "C", "C", "H", "Si", "C", "O", "H", "H", "C", "H", "H", "Si", "H", "N", "H"],
  "coordinates": [[-2.835467, -2.826161, 0.378631], [-0.231290, 2.597757, 4.116051], [3.463256, 0.627402, 2.342588], [2.067098, 3.044886, 0.847192], [2.697206, 2.078365, -3.664003], [-1.848024, 4.492003, 2.115811], [-0.860115, -2.336040, 1.155411], [-0.365177, 0.191751, -0.164465], [1.150366, 4.497685, 1.280640], [0.895902, 2.565693, 2.763962], [-4.173435, -2.434528, -3.652214], [1.879537, 2.828303, -2.834556], [0.014797, -2.225070, -4.351533], [1.778738, -0.958748, -2.520032], [1.030515, 2.201733, -1.928785], [-2.078408, 4.761808, 3.149379], [-1.249821, -1.873069, -2.004281], [-1.611844, -3.242668, -1.274437], [-2.707312, 4.778872, 1.506955], [1.122270, -1.749133, 1.799214], [-2.474831, -1.516397, -2.941902], [-3.322494, 0.175049, -0.201057], [-3.699611, -3.199057, -1.132013], [-0.445275, -1.282374, -4.647585], [-1.347813, 4.500303, -2.312118], [-1.246579, 5.333152, -0.757979], [-0.998989, 5.104018, 1.807110], [1.826459, 0.115324, -2.645498], [-3.278867, 1.326728, -3.106069], [-3.061830, 2.016809, 3.785690], [1.489023, 3.879377, 0.448669], [-3.769264, -0.412629, -1.002450], [-0.081084, -2.433867, -2.927023], [-0.845222, -1.006890, 2.301697], [-2.893457, -2.180157, -4.857715], [3.259319, -0.895486, 3.145040], [1.016988, 0.845804, -1.859217], [3.315321, 0.072559, -4.173061], [-1.569224, 1.032266, -2.855920], [-0.462431, -3.054210, -4.868714], [-2.150169, 2.676436, -3.106909], [-0.063324, 2.188062, 3.116898], [2.676944, 0.693345, -3.560764], [-2.849325, -4.485268, -0.250499], [1.252317, -2.233112, 2.768771], [-4.968325, 2.858610, -1.114096], [-3.103149, -2.476749, -3.833466], [-0.681275, 4.749299, -1.488344], [1.897936, 3.909126, -2.887837], [-2.733879, -3.484598, -3.651287], [-2.740213, 1.906633, -0.788651], [-2.622851, -0.506765, 0.323207], [-2.827824, 0.638656, 2.726565], [1.071238, -2.212871, -4.601943], [-0.327990, -1.422936, 1.424489], [-2.382965, 1.726999, -2.625283], [-4.086722, 3.159250, -0.542480], [1.563499, -2.424037, 1.056019], [3.354745, 2.564907, -4.372568], [-1.154252, 2.142382, 0.217105], [-2.975574, 1.721532, 2.736427], [-3.768406, 4.131982, -0.923337], [-1.515396, 2.656725, 2.022682], [1.903069, -0.478323, 1.699599], [1.521942, 0.371152, 0.832819], [-4.082731, 0.336458, 0.566521], [0.010675, 1.102670, 3.232234], [-2.826712, -3.435468, -0.524407], [2.163467, 4.489812, -0.156547], [-3.935365, 1.942423, 2.269129], [0.083635, 3.284036, -0.628362], [0.102299, 5.403369, -1.877267], [2.945033, -0.232562, 2.453876], [-4.386692, 3.280166, 0.497342]],
  "atomic_forces_ev_per_a": [[0.016, 0.005, 0.000], [-0.002, -0.003, 0.001], [-0.008, -0.003, 0.006], [-0.005, 0.004, 0.010], [0.008, 0.012, 0.010], [-0.003, -0.014, 0.016], [0.008, -0.046, 0.053], [0.348, 0.052, -0.392], [0.012, -0.005, -0.001], [-0.008, -0.006, 0.001], [0.005, 0.001, 0.009], [-0.046, -0.073, -0.113], [0.014, -0.037, -0.078], [-0.001, 0.002, -0.003], [0.051, 0.193, 0.125], [0.003, 0.002, 0.000], [-0.042, -0.267, 0.056], [-0.005, 0.059, -0.016], [0.002, -0.003, -0.008], [-0.059, 0.019, -0.066], [0.020, 0.111, 0.013], [0.005, -0.024, 0.013], [0.017, 0.005, -0.018], [0.006, 0.001, 0.022], [-0.010, -0.003, 0.011], [-0.002, 0.004, -0.007], [0.002, -0.008, -0.003], [-0.003, 0.022, 0.038], [0.013, -0.021, -0.006], [-0.003, -0.002, 0.001], [-0.034, -0.027, 0.024], [-0.003, 0.034, -0.023], [0.084, 0.163, 0.076], [-0.018, -0.002, -0.012], [0.001, 0.019, 0.018], [-0.022, -0.012, -0.004], [-0.165, -0.109, 0.067], [0.000, 0.001, -0.003], [-0.002, 0.013, -0.052], [-0.004, -0.001, 0.008], [0.040, 0.001, 0.016], [0.008, 0.042, -0.005], [0.004, 0.004, -0.007], [0.006, 0.002, -0.005], [-0.003, 0.043, 0.028], [0.004, -0.012, -0.001], [-0.085, -0.035, -0.057], [0.004, -0.016, 0.012], [-0.005, 0.002, -0.004], [0.013, 0.001, 0.030], [-0.016, -0.105, 0.082], [0.042, -0.023, 0.021], [-0.004, -0.002, -0.006], [0.013, 0.004, 0.019], [-0.167, 0.051, -0.040], [0.002, -0.019, 0.062], [0.003, -0.005, -0.026], [0.010, -0.017, 0.023], [0.000, -0.002, -0.002], [-0.037, 0.102, 0.054], [0.004, 0.037, -0.023], [0.002, 0.005, 0.015], [0.021, -0.049, 0.067], [-0.079, -0.064, 0.048], [-0.041, 0.022, -0.055], [0.011, 0.028, 0.002], [-0.003, 0.000, 0.002], [-0.049, -0.031, 0.043], [-0.011, 0.007, -0.014], [0.006, -0.006, -0.002], [0.050, -0.069, -0.010], [-0.001, 0.000, -0.008], [0.075, 0.050, -0.035], [0.012, 0.000, 0.002]],
  "lowdin_charge": [0.0701, 0.0538, 0.1495, 0.0241, -0.0039, -0.1524, 0.0361, 1.5448, 0.0384, 0.0173, 0.1015, -0.0334, -0.0720, 0.1060, -0.2658, 0.0524, 0.6835, -0.2965, 0.0339, -0.1611, -0.3388, -0.1824, 0.0892, 0.0936, 0.0293, 0.0443, 0.0276, -0.1143, 0.0538, 0.0536, -0.1519, 0.0375, -0.3123, 0.0613, 0.0974, 0.1480, -0.1007, 0.1243, 0.0037, 0.0982, 0.0360, -0.1597, -0.0160, 0.1068, 0.1302, 0.0563, -0.0503, -0.1398, 0.1171, 0.0991, 0.3863, -0.0164, 0.0292, 0.0932, -0.2745, -0.1623, -0.1394, 0.1391, 0.1294, -0.6160, -0.1667, 0.0471, 0.4062, -0.4706, -0.1519, 0.0530, 0.0209, -0.0717, 0.0510, 0.0271, 0.4732, 0.0488, 0.2659, 0.0312]
}



Q: Which formula does entry 1 have?
A: C36H76GeIrN12OSe